Below is C23H22ClN2OPPdS4 as an isolated structure, with properties calculated with ωB97M-V/def2-TZVPD.

Positions of all 55 atoms, in Å:
H (3.144, 0.711, 0.128)
H (-3.773, 2.842, -3.500)
C (-3.979, 0.207, 4.734)
H (2.419, 0.186, -4.785)
H (2.513, 3.255, 1.466)
S (-0.419, -0.867, 2.741)
C (-2.290, -4.172, 0.159)
C (-3.103, 0.888, -2.911)
H (1.537, 1.959, 3.602)
C (1.354, -0.521, -1.650)
C (2.450, -1.275, -1.213)
O (-4.938, -0.007, 5.382)
P (-0.019, -0.241, -0.511)
H (0.622, -3.064, -1.154)
H (4.025, 0.831, 2.557)
C (-3.060, 2.273, -2.919)
C (-0.341, -3.023, -0.665)
S (-2.734, -1.071, 4.410)
H (-3.845, 0.360, -3.494)
H (-2.024, 4.018, -2.204)
C (3.506, -0.977, -3.350)
H (2.460, -1.694, -0.211)
S (-1.212, 2.410, 2.435)
H (-2.626, -0.829, 0.561)
H (4.342, -1.156, -4.013)
H (0.504, 0.584, -3.293)
H (4.355, -2.105, -1.729)
H (-3.848, -2.927, 0.960)
Cl (0.058, 3.146, -0.636)
C (3.166, 2.388, 1.352)
C (-1.172, 2.212, -1.449)
H (-2.236, -0.906, -2.167)
H (-0.605, -5.147, -0.736)
C (-1.039, -4.203, -0.435)
C (-1.210, 0.818, -1.390)
H (2.182, 1.908, -0.411)
H (4.115, 2.732, 0.939)
C (-2.165, -1.778, 0.307)
C (1.347, 0.004, -2.939)
Pd (0.911, 0.524, 1.453)
H (2.184, 0.493, 3.875)
C (-1.706, -0.120, 3.429)
H (-2.832, -5.092, 0.326)
H (3.836, 2.366, 3.402)
C (-2.858, -2.955, 0.523)
N (2.053, 1.203, 3.160)
C (-2.093, 1.326, 3.253)
C (3.372, 1.696, 2.679)
S (-3.594, 1.778, 3.978)
C (-2.087, 2.939, -2.191)
C (2.428, -0.223, -3.784)
C (3.517, -1.507, -2.063)
C (-0.897, -1.806, -0.287)
C (-2.190, 0.173, -2.156)
N (2.496, 1.435, 0.433)

* highest occupied orbital energy: -14.553 eV
* E_tot: -97855.3246 eV
* LUMO level: -8.24 eV
* Kohn-Sham gap: 6.316 eV
* net charge: +2
* molar mass: 643.6 g mol⁻¹
* energy relative to the best compared isomer or geometry (same formula, charge and spin): 0.00 kcal per mole